No. 1
Here is C48H56N4O4ReS2Se as an isolated structure at a distorted geometry from the Open Molecules 2025 dataset. Energies are from wB97M-V/def2-TZVPD.

* charge: 0
* 2S+1: 4
* total energy: -5658.784754 a.u.
* energy above the lowest of the compared OMol25 structures with the same formula, charge and spin: 0.1497 eV
* gap between HOMO and LUMO (alpha / beta): 0.237 / 0.198 Ha

Each line ends with the Mulliken spin population.
Geometry (Å):
Re 0.26609 -1.91108 -0.70011  2.54
C -0.30832 6.75079 -1.79296  0.00
C -1.11672 5.45695 -1.86934  0.00
C -2.47780 5.70383 -1.20239  0.00
C -1.34341 5.12216 -3.34890  0.00
C -0.40105 4.29247 -1.17463  0.00
C -0.96853 3.03401 -1.15886  -0.01
C -0.30549 1.97953 -0.53811  0.04
Se -1.19630 0.29724 -0.49031  0.02
C -1.22533 -0.02819 1.39965  0.02
C -2.22432 0.56724 2.16755  0.00
C -2.30197 0.30396 3.52165  0.01
C -1.33607 -0.55841 4.05707  -0.01
C -0.32840 -1.15880 3.31812  -0.01
C -0.30851 -0.91437 1.93661  0.08
O 0.61050 -1.57403 1.17586  0.19
C 0.71666 -2.08167 3.96012  0.00
C 0.52189 -3.51709 3.44632  0.00
C 0.59991 -2.11014 5.48554  0.00
C 2.13201 -1.58787 3.61771  0.00
C -3.40507 0.85621 4.42210  0.00
C -4.29040 1.85722 3.68216  0.00
C -2.78450 1.55810 5.63840  0.00
C -4.28767 -0.30595 4.90455  0.00
C 0.97857 2.06743 0.07776  -0.01
O 1.60478 1.02631 0.46115  0.02
C 1.47842 3.40686 0.18222  0.00
C 0.80562 4.42859 -0.47882  0.00
C 2.77311 3.72869 0.95755  0.00
C 3.98529 3.56703 0.02998  0.00
C 2.75341 5.17496 1.48268  0.00
C 2.96618 2.81870 2.18092  0.00
H -0.84704 7.54724 -2.31357  0.00
H 0.67089 6.64212 -2.26699  0.00
H -0.15492 7.07332 -0.75992  0.00
H -2.98040 6.56843 -1.65018  0.00
H -2.35066 5.89370 -0.13349  0.00
H -3.13602 4.83760 -1.31409  0.00
H -1.86481 5.94162 -3.85509  0.00
H -1.94514 4.21830 -3.46799  0.00
H -0.38845 4.95761 -3.85432  0.00
H -1.93093 2.85098 -1.62742  0.00
H -2.91137 1.24991 1.68432  0.00
H -1.36726 -0.75263 5.12030  0.00
H -0.47159 -3.88923 3.72017  0.00
H 1.26657 -4.18135 3.89753  0.00
H 0.63286 -3.57112 2.36254  0.00
H -0.34128 -2.55383 5.82258  0.00
H 0.68666 -1.10923 5.91656  0.00
H 1.41152 -2.71973 5.88953  0.00
H 2.31290 -1.56965 2.54412  0.00
H 2.86954 -2.24690 4.08676  0.00
H 2.28521 -0.57603 4.00224  0.00
H -3.71021 2.69728 3.29033  0.00
H -5.03881 2.25776 4.36961  0.00
H -4.82035 1.38901 2.84812  0.00
H -2.11522 2.36244 5.32172  0.00
H -2.20881 0.86525 6.25630  0.00
H -3.56749 1.99105 6.26731  0.00
H -4.71989 -0.83548 4.05076  0.00
H -5.10603 0.06680 5.52872  0.00
H -3.71301 -1.02533 5.49380  0.00
H 1.24380 5.41743 -0.43426  0.00
H 3.84510 4.13350 -0.89573  0.00
H 4.12429 2.51337 -0.22253  0.00
H 4.89987 3.92340 0.51740  0.00
H 2.87992 5.91494 0.68779  0.00
H 3.57818 5.31666 2.18716  0.00
H 1.81720 5.39049 2.00418  0.00
H 3.05257 1.77344 1.89995  0.00
H 2.11659 2.90447 2.86648  0.00
H 3.86829 3.13451 2.71671  0.00
C 3.49261 0.50270 -2.25198  -0.01
C 4.59679 -0.30044 -2.04815  0.02
C 4.43665 -1.58667 -1.55005  0.00
C 3.17065 -2.04295 -1.25755  0.02
N 2.10694 -1.22545 -1.41398  -0.07
C 2.25182 0.01536 -1.90209  0.02
C 2.82114 -3.40203 -0.79213  0.01
C 3.74367 -4.43179 -0.67281  -0.03
C 3.31716 -5.69354 -0.28142  0.05
C 1.97134 -5.92122 -0.01367  -0.03
C 1.05280 -4.88534 -0.13122  0.08
C 1.46983 -3.61300 -0.52002  -0.12
H 3.57206 1.50437 -2.64695  0.00
H 5.58921 0.06839 -2.27748  0.00
H 5.28675 -2.23627 -1.39812  0.00
H 1.35381 0.59839 -2.04502  0.03
H 4.79330 -4.26410 -0.88720  0.00
H 4.03397 -6.50052 -0.18901  0.00
H 1.63942 -6.90848 0.28512  0.00
H 0.00787 -5.07106 0.09439  0.01
N -0.96139 -5.27560 -8.30632  0.00
C -1.02075 -4.39948 -7.23961  0.00
C -2.06266 -4.48938 -6.30720  0.00
C -2.11468 -3.62810 -5.23324  0.00
C -1.11696 -2.67078 -5.05986  0.01
C -0.07140 -2.57802 -5.97072  0.00
C -0.02437 -3.43960 -7.05155  0.00
S -1.21330 -1.52353 -3.75090  -0.01
O -0.03835 -0.69924 -3.80224  0.01
O -2.52695 -0.95452 -3.73265  0.00
N -1.00668 -2.47657 -2.40847  0.05
C -2.05520 -2.70524 -1.53578  0.03
S -3.74403 -2.82937 -1.75456  0.00
C -3.91664 -3.05279 -0.04035  0.01
C -2.73131 -2.97362 0.58912  0.02
N -1.66756 -2.78122 -0.27873  0.01
H -1.79730 -5.77450 -8.55199  0.00
H -0.37151 -5.03107 -9.08126  0.00
H -2.83269 -5.24242 -6.43675  0.00
H -2.93740 -3.70279 -4.52966  0.00
H 0.69839 -1.83339 -5.82145  0.00
H 0.79409 -3.37436 -7.76042  0.00
H -4.89018 -3.19381 0.40175  0.00
H -2.55375 -3.02980 1.65344  0.00

Atomic forces in eV per Å
-0.2 -0.4 0.3
0.0 0.1 0.0
0.0 -0.1 0.1
-0.1 0.0 0.0
0.0 0.0 -0.1
-0.1 0.1 -0.1
-0.1 -0.2 0.0
-0.1 0.0 -0.2
-0.1 0.3 0.0
-0.3 0.0 -0.2
0.2 0.1 0.0
0.0 -0.2 0.0
0.1 0.1 0.1
0.0 -0.2 0.3
0.6 -0.2 -0.1
-0.6 0.3 0.0
0.0 0.0 -0.1
0.0 0.0 0.0
0.0 0.0 0.0
0.1 0.0 0.0
0.0 0.0 0.0
0.0 0.1 0.0
0.0 0.1 0.0
0.0 0.0 0.0
0.3 -0.4 0.1
-0.3 0.1 -0.2
0.1 0.5 -0.1
0.2 0.0 0.2
-0.1 0.0 0.0
0.0 -0.1 -0.1
0.0 0.0 -0.1
0.0 0.0 0.1
0.0 0.0 0.0
0.0 0.0 0.0
0.0 0.0 0.0
0.0 -0.1 0.0
0.0 0.0 0.0
0.0 0.1 0.0
0.0 0.0 0.0
0.0 0.0 0.0
0.0 0.0 0.0
0.0 0.0 0.0
0.0 -0.1 0.0
0.0 0.0 0.0
0.1 0.0 0.0
0.0 0.0 0.0
0.0 0.0 0.1
0.0 0.0 0.0
0.0 0.0 0.0
0.0 0.0 0.0
0.0 0.0 0.1
0.0 0.0 0.0
0.0 0.0 0.0
0.0 0.0 0.0
0.0 0.0 0.0
0.0 0.0 0.0
0.0 0.0 0.0
0.0 0.0 0.0
0.0 0.0 0.0
0.0 0.0 0.0
0.1 0.0 0.0
0.0 0.0 0.0
0.0 -0.1 0.0
0.0 0.0 0.1
0.0 0.0 0.0
-0.1 0.0 0.0
0.0 0.0 0.0
0.0 0.0 -0.1
0.1 0.0 0.0
0.0 0.0 0.0
0.0 0.0 0.0
-0.1 0.0 0.0
0.0 0.1 0.0
0.2 -0.1 0.0
0.2 0.1 -0.1
-0.1 -0.3 0.1
-0.2 0.2 -0.1
0.0 -0.1 0.1
0.2 0.2 -0.1
0.1 -0.2 0.1
0.0 0.1 0.0
0.0 0.1 0.0
0.1 0.0 0.1
-0.5 -0.1 -0.2
0.0 0.0 0.0
0.0 0.0 0.0
0.0 0.1 0.0
0.0 0.0 0.1
-0.1 0.0 0.0
0.0 0.0 0.0
0.0 0.0 0.0
0.0 0.0 0.0
0.1 0.0 0.2
0.0 -0.1 -0.1
0.0 0.0 0.0
0.0 0.1 0.0
0.0 0.0 -0.4
-0.1 -0.1 0.1
0.1 0.0 0.0
0.5 -0.7 0.2
-0.1 0.2 0.0
-0.2 0.2 0.0
-0.4 0.4 0.8
0.4 0.1 -1.0
-0.1 -0.1 0.1
-0.1 0.0 0.0
0.3 0.0 -0.1
0.1 0.0 0.3
0.0 0.0 0.0
0.0 0.0 0.0
0.0 0.1 0.0
0.1 0.0 -0.1
0.0 0.0 0.0
0.0 0.0 0.0
0.1 0.0 0.0
0.0 0.0 -0.1



No. 2
Here is C48H57AsN3O2RuTe as an isolated structure at a distorted geometry from the Open Molecules 2025 dataset. Energies are from wB97M-V/def2-TZVPD.

* charge: +1
* 2S+1: 5
* total energy: -4776.403455 a.u.
* gap between HOMO and LUMO (alpha / beta): 0.300 / 0.232 Ha

Each line ends with the Mulliken spin population.
Geometry (Å):
Ru -1.24678 0.12858 -0.70217  2.35
C -3.39378 2.57098 -3.13387  0.01
C -3.63428 3.35818 -1.83567  0.00
C -3.83088 4.83968 -2.15707  0.00
C -2.54208 3.11398 -0.81537  0.01
C -1.46358 3.97268 -0.62387  0.01
C -0.59448 3.79708 0.44133  0.03
C -0.76338 2.76068 1.35043  0.05
C 0.05522 2.70918 2.59813  0.01
C -1.78518 1.82938 1.12443  -0.01
C -2.67398 2.00968 0.04503  -0.03
H -4.33258 2.43808 -3.66827  0.00
H -2.96528 1.58798 -2.92727  0.00
H -2.71248 3.11268 -3.78567  0.00
H -4.56748 2.99458 -1.38327  0.00
H -3.00728 5.22118 -2.75507  0.00
H -3.90438 5.42778 -1.24547  0.00
H -4.74688 4.97398 -2.72867  0.00
H -1.33048 4.82828 -1.26817  0.00
H 0.20902 4.50168 0.60003  0.00
H -0.25708 3.51668 3.26003  0.00
H 1.11332 2.83968 2.38553  0.00
H -0.08528 1.76828 3.12133  0.00
H -2.02668 1.10978 1.90903  -0.01
H -3.62378 1.48248 0.07073  0.00
C -4.40018 -0.80822 -0.83927  0.03
N -2.97228 -1.06752 -0.79057  -0.08
C -2.64678 -2.32602 -0.80897  0.03
C -1.29918 -2.71712 -0.88437  0.05
C -0.69608 -3.97292 -1.08467  0.02
C 0.64992 -3.72142 -1.29297  0.01
C 0.82342 -2.33262 -1.21517  0.08
N -0.34268 -1.73652 -0.94767  -0.02
C -5.07378 -0.92662 0.51603  -0.01
C -6.46128 -0.99152 0.57073  0.00
C -7.11268 -1.17332 1.77633  0.00
C -6.38248 -1.28792 2.94783  0.00
C -5.00228 -1.20222 2.90623  0.00
C -4.35048 -1.02262 1.69643  0.01
H -4.88018 -1.53462 -1.51217  0.00
H -4.57328 0.18478 -1.26977  0.00
H -3.42288 -3.09192 -0.82397  0.00
H -1.20098 -4.92102 -1.09037  0.00
H 1.42132 -4.44312 -1.47817  0.00
H 1.74502 -1.78642 -1.34687  -0.02
H -7.03448 -0.91452 -0.34087  0.00
H -8.19018 -1.23962 1.79873  0.00
H -6.88908 -1.45362 3.88613  0.00
H -4.42748 -1.28852 3.81673  0.00
H -3.26538 -0.97982 1.66903  0.01
C -0.59318 -2.62152 -4.51387  0.00
As -0.19958 -0.72902 -4.21417  0.00
C -0.51518 0.14528 -5.92927  0.01
C 1.72282 -0.49502 -3.89677  -0.01
O -1.23958 -0.04932 -3.14227  0.03
H 0.12672 -3.03612 -5.21597  0.00
H -1.59608 -2.68962 -4.93867  0.00
H -0.56448 -3.18432 -3.58207  0.00
H 0.05602 -0.33992 -6.71777  0.00
H -0.21318 1.18988 -5.85207  0.00
H -1.57848 0.09888 -6.16387  0.00
H 2.23572 -1.44642 -4.02557  0.00
H 1.90592 -0.10742 -2.89777  0.00
H 2.09902 0.22078 -4.62747  0.00
C 5.24602 -5.64112 3.81653  0.00
C 4.51442 -4.51112 3.16333  0.01
C 5.17972 -3.37122 2.73533  0.00
C 4.50412 -2.31252 2.14553  -0.12
C 5.27422 -1.12272 1.66823  0.08
C 3.11732 -2.38272 2.01913  0.06
Te 2.03542 -0.66732 1.19573  0.67
N 0.43612 0.86988 -0.52837  0.33
C 1.53292 1.45318 -0.85487  0.04
O 2.62352 1.25748 -0.21497  0.20
C 1.58772 2.37018 -2.02717  0.06
C 0.44362 2.63028 -2.77517  -0.01
C 0.52772 3.45238 -3.88187  -0.01
C 1.74492 4.00998 -4.24927  0.01
C 2.88842 3.73878 -3.51257  0.00
C 2.80962 2.92318 -2.39837  0.01
C 2.66692 0.62098 2.77403  0.13
C 3.55642 1.65918 2.54193  -0.01
C 3.88642 2.53278 3.56283  0.00
C 3.31762 2.37708 4.81463  0.00
C 2.41912 1.34938 5.04213  0.00
C 2.08382 0.45728 4.03093  -0.09
C 1.11092 -0.65512 4.26953  0.07
C 2.43192 -3.54152 2.38553  -0.01
C 0.95022 -3.69642 2.21193  0.01
C 3.14342 -4.58672 2.96023  0.00
H 6.30432 -5.41632 3.91523  0.00
H 5.13812 -6.55452 3.23273  0.00
H 4.83492 -5.82942 4.80793  0.00
H 6.24982 -3.30072 2.86083  0.00
H 6.29202 -1.40442 1.41093  0.00
H 5.32372 -0.36612 2.45023  0.00
H 4.79102 -0.67842 0.79293  -0.02
H -0.49438 2.18158 -2.46877  0.03
H -0.35688 3.65508 -4.46667  0.00
H 1.79102 4.65848 -5.11167  0.00
H 3.84262 4.14988 -3.81177  0.00
H 3.68452 2.69648 -1.80817  0.00
H 3.97442 1.79218 1.55683  0.00
H 4.57642 3.34088 3.37683  0.00
H 3.56642 3.06508 5.60743  0.00
H 1.96612 1.23828 6.01663  0.00
H 0.50732 -0.46952 5.15473  0.00
H 1.65422 -1.59212 4.39943  -0.01
H 0.44792 -0.76552 3.40273  -0.03
H 0.52992 -2.87932 1.62103  0.03
H 0.45622 -3.71632 3.18373  0.01
H 0.72992 -4.63612 1.70773  0.00
H 2.60662 -5.47722 3.25723  0.00

Atomic forces in eV per Å
1.4 0.2 -0.4
-0.1 -0.2 0.4
0.0 0.1 -0.2
-0.1 -0.2 0.2
0.0 0.1 -0.1
-0.4 -0.2 -0.1
-0.1 -0.3 0.2
-0.2 0.0 -0.1
0.0 0.0 0.0
-0.4 0.5 0.2
0.0 0.2 0.3
-0.1 0.0 -0.1
0.0 0.0 -0.1
0.2 0.0 -0.1
0.1 0.0 0.0
0.1 0.1 -0.1
0.0 0.1 0.0
0.0 0.0 -0.1
0.0 0.1 -0.1
0.1 0.1 0.0
0.0 0.0 0.1
0.1 0.0 0.0
0.0 -0.1 0.1
0.1 0.0 -0.2
0.2 -0.1 -0.1
-0.4 0.2 0.0
0.0 -0.5 0.0
-0.1 0.0 -0.1
0.4 -0.7 0.0
-0.3 0.3 0.1
0.1 0.0 0.0
0.1 -0.1 0.0
-0.7 0.2 -0.1
0.1 0.0 -0.1
0.0 0.0 0.0
0.0 0.0 -0.1
0.0 0.0 0.1
0.0 0.0 0.1
0.2 0.0 -0.1
0.1 0.2 0.0
0.1 -0.2 0.0
0.0 0.0 0.0
0.0 -0.2 0.0
0.2 -0.1 0.0
-0.1 0.1 -0.1
-0.1 0.0 -0.2
-0.1 0.0 0.0
0.0 0.0 0.1
0.0 0.0 0.1
-0.1 -0.1 0.0
0.0 0.4 0.1
0.5 -0.4 -1.2
0.1 -0.2 0.3
-0.4 -0.1 0.0
-0.5 0.5 1.1
0.1 0.0 0.0
0.1 0.1 0.0
0.1 0.1 0.0
0.0 0.0 0.0
0.0 -0.1 0.1
0.0 -0.1 0.1
-0.1 0.0 0.0
-0.1 -0.1 -0.1
-0.1 0.0 0.0
0.0 0.0 0.0
-0.1 0.1 0.0
-0.1 0.0 0.0
0.0 0.1 0.0
0.1 0.1 0.0
-0.1 0.4 -0.3
0.7 -0.4 1.2
-1.7 -0.4 -0.2
1.0 0.5 -0.3
0.0 -0.1 0.0
0.1 0.1 -0.1
0.0 -0.1 0.2
0.0 0.0 -0.1
0.0 0.0 -0.1
0.1 0.0 -0.1
-0.1 0.0 0.1
0.0 0.0 -0.1
0.0 -0.1 -0.2
0.0 0.0 0.0
0.0 0.0 0.0
0.0 0.0 0.0
0.0 -0.2 -0.2
0.0 0.0 0.1
-0.2 0.1 0.0
0.0 0.1 0.0
0.1 0.1 0.0
0.1 0.0 0.0
0.0 -0.1 0.0
0.0 -0.1 0.0
0.2 0.0 0.0
0.1 0.0 -0.1
0.0 0.1 0.0
0.2 0.1 0.0
0.1 0.1 -0.2
-0.1 0.1 -0.1
0.1 0.0 -0.1
0.0 0.1 0.0
0.1 0.0 0.0
0.1 0.1 -0.1
0.1 0.1 0.0
0.0 0.1 0.1
-0.1 0.0 0.1
-0.1 0.0 0.0
-0.1 -0.1 0.0
-0.1 -0.1 0.2
-0.2 -0.2 0.0
-0.1 0.0 0.0
-0.1 0.0 0.0
-0.1 -0.1 0.0